This record from the OMol25 dataset describes a 16-piece molecular cluster, C30H92O16 overall. The level of theory is wB97M-V/def2-TZVPD.

Calculated values
**HOMO energy (alpha / beta)**: -11.5 / -11.5 eV
**Spin multiplicity**: 2
**Kohn-Sham gap (alpha / beta)**: 9.5 / 2.6 eV
**Charge**: +1

Geometry as XYZ:
```
138
Properties=species:S:1:pos:R:3:forces:R:3
O 2.15141 2.84478 4.34633 0.51 -0.24 0.05
H 2.50351 3.69606 4.60634 0.15 0.18 0.17
H 1.43385 3.05433 3.74849 -0.64 0.03 -0.35
O 3.36060 -3.02075 -1.69658 1.05 0.82 -0.17
H 2.45590 -3.33176 -1.66466 -0.67 -0.54 0.19
H 3.72982 -3.26919 -0.84912 -0.05 -0.43 0.11
O 2.83229 0.17471 3.54040 0.79 -0.78 -0.28
H 2.93370 1.09724 3.77467 -0.05 0.59 0.41
H 2.23086 0.18093 2.79576 -0.80 0.21 -0.13
O -1.15159 -3.06496 3.07150 -0.36 -0.11 0.12
H -2.06600 -3.28042 2.88802 -0.31 -0.03 0.07
H -0.66184 -3.46566 2.35329 0.51 -0.25 -0.60
O -0.28315 -0.91743 4.35776 0.26 0.47 0.72
H -0.04457 -0.18016 3.79583 0.09 0.13 -0.16
H -0.72723 -1.53121 3.77269 -0.16 -0.44 -0.19
O 3.48099 -2.48782 3.17995 0.80 -0.66 -1.02
H 2.90430 -2.82206 3.86693 -0.25 -0.24 0.11
H 3.41154 -1.53575 3.25048 -0.20 1.05 0.46
C 0.84902 2.50412 -2.74205 0.28 0.27 0.55
C 2.36576 2.36006 -2.81709 0.71 -1.66 -0.07
C 2.83534 0.90354 -2.62231 -0.55 0.55 0.32
O 2.82340 2.63974 -4.10981 0.25 0.78 -0.97
H 0.41327 1.90951 -1.93913 0.07 0.02 0.20
H 0.36658 2.17522 -3.66246 0.30 0.06 -0.12
H 0.60817 3.55053 -2.55465 -0.30 0.06 -0.11
H 2.93326 2.96801 -2.11250 -0.41 0.27 0.21
H 2.78132 0.64904 -1.56382 -0.24 -0.32 0.00
H 3.86267 0.75141 -2.95327 -0.07 0.22 -0.09
H 2.16788 0.29693 -3.23437 0.10 -0.41 0.18
H 2.79861 3.59032 -4.24158 -0.03 0.13 -0.25
C 5.40891 -0.88975 0.70698 0.16 1.79 0.20
C 5.84368 -2.28996 0.33843 -1.41 0.66 -0.21
C 7.07580 -2.75876 1.08520 1.12 -1.48 0.77
O 4.73036 -3.12685 0.69863 1.61 -0.23 -1.89
H 5.11900 -0.73148 1.74573 -0.20 -0.44 0.14
H 4.63439 -0.47897 0.05931 -0.30 -0.57 -0.04
H 6.21266 -0.16280 0.59029 0.53 -0.38 -0.16
H 5.95950 -2.38563 -0.74117 0.10 -0.35 0.08
H 7.94226 -2.11800 0.92157 -0.36 0.30 -0.34
H 7.32517 -3.75993 0.73367 0.06 0.05 -0.25
H 6.99033 -2.89370 2.16343 -0.54 0.45 0.05
H 4.36631 -2.82741 1.53494 -1.18 0.32 2.40
C 1.40682 -0.88210 0.43938 -1.46 -0.08 1.21
C 0.39648 0.29116 0.65498 0.61 -0.39 -1.12
C -1.01920 0.05281 0.15563 -0.02 -0.94 -0.88
O 0.38573 0.62753 2.01514 0.68 -0.30 0.12
H 1.52027 -1.20878 -0.59431 0.15 0.23 0.13
H 1.04146 -1.70298 1.05645 -0.37 -0.49 -0.29
H 2.34528 -0.70466 0.96464 0.33 0.59 -0.60
H 0.80049 1.12074 0.07474 0.10 0.40 -0.02
H -1.00670 -0.19709 -0.90527 0.26 -0.10 -0.33
H -1.70735 0.89779 0.17952 0.26 0.23 0.56
H -1.48493 -0.81704 0.61883 -0.01 0.10 0.39
H 0.20480 1.57004 2.03814 -0.42 0.71 0.59
C 3.55330 5.80154 2.01247 -0.55 -0.89 -0.81
C 2.49592 5.36195 0.96610 -1.22 -0.22 0.81
C 2.68710 3.94596 0.41467 0.57 0.33 0.30
O 1.18457 5.29983 1.63455 0.58 0.12 -0.15
H 4.47684 6.13207 1.53713 -0.06 0.05 0.04
H 3.75988 4.91950 2.61862 0.16 0.11 0.23
H 3.15191 6.58968 2.64952 0.11 0.10 -0.10
H 2.36401 6.11906 0.19313 0.35 -0.13 -0.26
H 2.67755 3.22033 1.22799 0.30 0.13 0.35
H 3.66726 3.92954 -0.06189 -0.01 -0.31 -0.16
H 1.92872 3.54983 -0.26064 -0.10 0.73 -0.22
H 1.10333 6.08342 2.18318 -0.15 0.16 0.05
C 0.83134 -3.47540 -3.79037 -0.61 -0.33 -0.10
C 0.24243 -3.43973 -2.38369 -0.20 0.67 -1.35
C -1.18783 -3.84763 -2.25743 -1.09 0.06 -0.73
O 0.98753 -4.30454 -1.53477 0.62 0.37 0.43
H 0.41820 -2.69571 -4.43028 -0.15 0.03 0.13
H 0.52921 -4.43075 -4.21947 0.37 -0.16 -0.35
H 1.91323 -3.34282 -3.79796 -0.03 -0.20 0.09
H 0.32843 -2.39414 -2.08797 0.32 -0.15 0.85
H -1.33172 -4.90644 -2.47264 0.26 -0.33 0.55
H -1.84920 -3.43604 -3.01986 0.15 0.66 -0.02
H -1.56929 -3.54047 -1.28365 -0.11 -0.41 0.04
H 1.03044 -5.16558 -1.95711 0.07 -0.24 -0.24
C -2.32389 2.43133 3.13283 -0.63 1.56 0.03
C -1.41787 3.68734 3.09707 -1.61 -0.67 1.08
C -0.99103 4.18715 4.44886 -1.15 0.20 0.87
O -0.28795 3.21585 2.51689 3.13 -1.14 -2.09
H -3.35880 2.77007 3.18075 -0.18 -0.28 0.32
H -2.08332 1.80271 3.99019 0.02 -0.12 -0.18
H -2.21353 1.91596 2.17873 0.09 -0.19 0.25
H -1.80205 4.49863 2.47875 -0.57 0.01 -0.03
H -0.45304 5.13390 4.40058 0.26 -0.10 -0.08
H -0.40609 3.39699 4.91960 0.12 0.19 0.10
H -1.85908 4.36381 5.08397 -0.07 0.08 0.14
H 0.15607 3.93992 2.06948 0.66 0.41 -0.28
C -5.61972 -1.49105 -2.77623 0.51 -1.51 0.14
C -5.30611 -2.21016 -1.41888 -0.29 1.92 -1.03
C -4.10792 -1.62234 -0.70278 -0.03 -0.25 -0.85
O -6.40787 -2.04552 -0.56929 -0.73 -0.75 0.56
H -6.63417 -1.76195 -3.06882 -0.01 -0.01 0.04
H -4.94683 -2.00326 -3.46395 0.03 0.44 -0.56
H -5.50391 -0.41358 -2.89343 0.23 -0.01 0.52
H -5.14629 -3.25390 -1.68940 -0.34 -0.18 0.51
H -4.31024 -0.55815 -0.58172 0.19 0.12 0.26
H -3.25105 -1.72697 -1.36829 0.40 0.03 0.33
H -3.98820 -2.11538 0.26195 0.28 0.10 -0.05
H -6.45897 -1.10144 -0.40283 -0.23 0.11 0.15
C -2.64163 1.47822 -3.31407 0.75 -0.85 -1.08
C -2.41095 0.71415 -4.68464 2.01 -1.12 1.12
C -1.36484 -0.45412 -4.76566 0.11 0.82 1.41
O -3.57843 0.07553 -5.04851 -2.08 0.41 -0.33
H -1.76052 2.00740 -2.95114 0.12 0.25 -0.61
H -2.82432 0.81562 -2.46809 -0.69 -0.31 -0.28
H -3.43881 2.19916 -3.49533 -0.10 -0.15 0.31
H -2.01958 1.40291 -5.43332 -0.50 0.61 -0.10
H -0.46752 -0.19940 -4.20170 0.46 0.04 -0.43
H -1.16803 -0.69898 -5.80941 0.27 0.21 0.01
H -1.73449 -1.36313 -4.29114 -0.37 0.04 0.14
H -3.38557 -0.59781 -5.70503 -0.08 0.07 -0.09
C -4.47345 3.03504 0.38806 1.40 0.60 0.47
C -5.13639 4.36347 0.81701 0.63 -1.82 -2.12
C -4.98643 5.42564 -0.26852 1.17 1.64 1.30
O -6.50294 4.06387 0.85390 -1.07 0.09 1.03
H -3.38895 3.09646 0.47849 0.34 0.37 -0.40
H -4.69725 2.83970 -0.66068 -0.21 -0.42 0.08
H -4.65096 2.21777 1.08711 -0.83 -0.07 -0.27
H -4.70568 4.59226 1.79181 -0.60 0.64 0.05
H -5.24531 5.19056 -1.30089 -0.23 -0.52 0.27
H -3.99007 5.86760 -0.27496 0.47 -0.37 -0.21
H -5.54805 6.29639 0.06983 -0.55 -0.09 -0.26
H -6.65580 3.65964 -0.00332 -0.49 -0.09 -0.02
C -0.83900 -6.55465 0.66137 0.02 -0.25 1.18
C 0.21757 -5.82833 1.49280 1.68 -0.49 0.71
C 1.62175 -6.45467 1.50990 -0.46 -1.82 -0.47
O 0.40516 -4.50955 1.05302 -0.85 0.88 0.34
H -0.93470 -7.58504 1.00379 0.25 -0.16 -0.19
H -0.64428 -6.54403 -0.41105 -0.01 0.10 0.02
H -1.81069 -6.13094 0.91512 -0.05 0.30 -0.47
H -0.04343 -5.78930 2.55038 -0.62 0.07 -0.03
H 2.06273 -6.51695 0.51503 0.08 0.42 -0.22
H 1.50470 -7.50852 1.76250 0.02 -0.25 0.24
H 2.36307 -6.08117 2.21632 -0.40 0.58 -0.04
H 0.41058 -4.60176 0.09747 0.24 0.74 -0.47
```
Forces are in eV/Å.